Entry w
Below is a cluster of 2 separate species, C7H16N2 in total, with properties calculated with wB97M-V/def2-TZVPD.

Computed properties:
HOMO-LUMO gap, hartree: 0.3328
SMILES: [H]/N=C(/C)C=C.CCCN
Total charge: 0
HOMO energy, eV: -8.471

Geometry as XYZ:
```
25
Properties=species:S:1:pos:R:3:mulliken_charge:R:1
C 0.840 -1.115 1.047 0.1404
C 2.235 -0.747 0.577 -0.5530
C 2.311 -0.202 -0.846 -0.9986
N 0.140 -1.980 0.202 -0.6454
H -0.603 -2.449 0.710 0.3217
H -0.388 -1.353 -0.528 0.2967
H 0.102 -0.032 0.979 -0.3293
H 0.815 -1.415 2.096 0.4406
H 2.666 -0.030 1.279 0.3099
H 2.844 -1.655 0.642 0.3413
H 1.889 -0.906 -1.560 0.3012
H 1.772 0.741 -0.932 0.0677
H 3.349 -0.032 -1.131 0.3974
C -0.586 2.283 0.396 -1.3851
C -1.122 0.886 0.573 1.1704
C -1.319 0.160 -1.049 -0.5243
C -2.532 -0.202 -1.453 -0.6113
N -2.024 0.702 1.453 -0.7875
H -2.363 -0.259 1.503 0.2410
H -0.597 0.525 -1.777 0.2767
H -0.390 2.729 1.371 0.3438
H 0.342 2.261 -0.173 0.3010
H -1.304 2.907 -0.132 0.3742
H -3.299 -0.498 -0.746 0.2216
H -2.781 -0.319 -2.500 0.2887
```

=====

Entry x
Below is a structure of composition C7H16N2, with properties calculated with wB97M-V/def2-TZVPD.

Computed properties:
HOMO-LUMO gap (spin up / spin down), hartree: 0.2903 / 0.2903
Total charge: 0
HOMO energy (spin up / spin down), eV: -7.900 / -7.901

Geometry as XYZ:
```
25
Properties=species:S:1:pos:R:3:mulliken_charge:R:1
C 1.368 0.208 -0.031 1.5709
C 2.352 -0.606 0.816 -1.6684
C 2.034 0.618 -1.348 -1.7712
N 1.033 1.422 0.714 -0.6549
C 0.118 -0.656 -0.280 0.2098
N -0.178 -1.717 0.243 -0.8398
H 0.655 1.189 1.625 0.2786
H 0.344 1.982 0.225 0.2849
H 2.656 -1.504 0.284 0.3754
H 1.883 -0.917 1.749 0.3528
H 3.225 0.005 1.042 0.4392
H 1.406 1.293 -1.928 0.3812
H 2.965 1.138 -1.122 0.4335
H 2.263 -0.259 -1.955 0.3670
C -2.510 0.390 0.732 -0.5002
C -1.003 0.118 -1.372 -1.4620
C -2.692 -0.954 1.059 -0.6617
H -1.836 1.001 1.313 0.2513
H -3.147 0.903 0.029 0.3172
H -1.492 -1.622 0.658 0.3676
H -0.350 -0.116 -2.215 0.4937
H -1.908 -0.444 -1.583 0.4385
H -1.099 1.201 -1.380 0.3385
H -2.532 -1.224 2.101 0.3768
H -3.556 -1.450 0.624 0.2813
```

=====

Entry y
Below is a cluster of 2 separate species, C7H16N2 in total, with properties calculated with wB97M-V/def2-TZVPD.

Computed properties:
HOMO-LUMO gap, hartree: 0.2849
SMILES: CC(C)=CN.C=CNC
Total charge: 0
HOMO energy, eV: -6.897

Geometry as XYZ:
```
25
Properties=species:S:1:pos:R:3:mulliken_charge:R:1
C 1.451 1.363 1.351 -1.0755
N 1.506 0.286 0.362 -0.0722
C 1.056 0.624 -0.983 -0.1589
C 1.199 1.862 -1.566 -0.9238
H 2.426 -0.148 0.380 0.2661
H 1.400 -0.181 -1.633 0.3421
H 2.150 2.173 1.134 0.3787
H 1.643 0.945 2.339 0.3148
H 0.435 1.753 1.350 0.3077
H 0.840 2.738 -1.047 0.2576
H 1.343 1.920 -2.633 0.3070
C -0.770 -1.221 1.757 -1.7107
C -0.609 -2.123 -0.610 -1.5506
C -0.689 -0.923 0.292 1.6526
N -2.007 0.467 -1.345 -0.6036
C -1.095 0.315 -0.261 -0.8115
H -1.817 -0.157 -2.118 0.2327
H -2.978 0.462 -1.066 0.2435
H -1.335 1.060 0.496 0.4163
H 0.039 -1.912 -1.463 0.3298
H -0.242 -3.011 -0.097 0.3722
H 0.187 -1.623 2.099 0.3392
H -1.011 -0.339 2.348 0.3599
H -1.532 -1.981 1.952 0.4421
H -1.590 -2.349 -1.038 0.3446
```

=====

How far above the most stable structure does each one sit? In kJ/mol: entry w 0.0; entry x 48.9; entry y 34.7.

=====

Entry w
Below is an isolated molecule of C6H9N3O, with properties calculated with wB97M-V/def2-TZVPD.

Computed properties:
HOMO-LUMO gap, hartree: 0.3623
SMILES: C=CCCNc1ncno1
Total charge: 0
HOMO energy, eV: -9.100

Geometry as XYZ:
```
19
Properties=species:S:1:pos:R:3:mulliken_charge:R:1
C -2.722 3.384 0.033 -0.0312
C -1.535 1.662 -0.174 0.5175
C 1.048 -0.897 -0.545 -0.3380
C 0.356 0.407 -0.774 -0.6176
C 1.409 -1.129 0.837 0.0514
C 1.111 -2.199 1.532 -0.8348
N -2.754 2.018 -0.029 -0.6155
N -1.536 3.858 -0.159 -0.3099
N -1.118 0.412 -0.356 -0.2155
O -0.697 2.803 -0.257 -0.1723
H -3.644 3.948 0.002 0.3759
H 0.430 -1.853 -0.806 0.2640
H 2.060 -0.743 -1.219 0.2088
H 0.947 1.168 -0.237 0.3420
H 0.322 0.595 -1.757 0.4430
H 2.145 -0.353 1.231 0.1865
H 1.287 -2.371 2.593 0.2657
H 0.452 -2.938 1.116 0.2306
H -1.728 -0.165 -0.783 0.2494
```

=====

Entry x
Below is an isolated molecule of C6H9N3O, with properties calculated with wB97M-V/def2-TZVPD.

Computed properties:
HOMO-LUMO gap, hartree: 0.3551
SMILES: [H]/N=N\O[C@@H]1C=C/C(=N\[H])CC1
Total charge: 0
HOMO energy, eV: -9.130

Geometry as XYZ:
```
19
Properties=species:S:1:pos:R:3:mulliken_charge:R:1
C 1.088 -0.869 0.395 0.2068
C -0.090 -1.499 -0.418 -0.6405
C -1.556 0.362 0.172 0.7704
C 0.520 0.037 1.511 -0.8872
C -0.383 1.078 0.920 -0.8034
C -1.282 -0.884 -0.493 -0.1900
N -2.683 0.973 0.247 -0.7127
N 1.706 0.970 -2.435 -0.9093
N 1.148 0.387 -1.605 0.4636
O 1.904 -0.180 -0.590 -0.2045
H 1.761 -1.577 0.929 0.3170
H -0.043 -2.524 -0.819 0.3455
H -0.094 -0.621 2.241 0.3108
H 1.209 0.553 2.136 0.4060
H 0.247 1.447 0.120 0.2339
H -0.606 1.918 1.384 0.5611
H -2.080 -1.379 -1.137 0.2424
H -3.507 0.552 -0.144 0.2184
H 2.740 1.257 -2.415 0.2718
```

=====

Entry y
Below is an isolated molecule of C6H9N3O, with properties calculated with wB97M-V/def2-TZVPD.

Computed properties:
HOMO-LUMO gap, hartree: 0.3689
SMILES: C/N=C1/CN=CN1C(C)=O
Total charge: 0
HOMO energy, eV: -9.323

Geometry as XYZ:
```
19
Properties=species:S:1:pos:R:3:mulliken_charge:R:1
C -1.521 0.641 1.860 -0.5136
C -1.019 -0.221 0.659 0.3486
C 0.250 1.651 0.973 -0.1495
C 0.745 0.421 -1.146 0.6817
C 2.219 0.761 -1.383 -1.2335
C -0.943 -2.354 -0.428 -0.7430
N -0.546 1.709 1.956 -0.5803
N 0.141 0.508 0.113 0.0916
N -1.426 -1.414 0.586 -0.4732
O 0.095 0.040 -2.085 -0.5138
H -2.477 0.926 1.652 0.3123
H -1.497 0.128 2.715 0.3571
H 0.911 2.372 0.800 0.5680
H 2.202 1.592 -1.968 0.3859
H 2.825 1.172 -0.584 0.3573
H 2.766 -0.091 -1.820 0.2988
H 0.115 -2.794 -0.017 0.2341
H -1.856 -3.085 -0.448 0.2841
H -0.983 -1.961 -1.435 0.2874
```

=====

How far above the most stable structure does each one sit? In kJ/mol: entry w 85.6; entry x 224.0; entry y 0.0.

=====

Entry w
Below is a structure of composition C5H11N3, with properties calculated with wB97M-V/def2-TZVPD.

Computed properties:
HOMO-LUMO gap, hartree: 0.3297
Total charge: 0
HOMO energy, eV: -7.993

Geometry as XYZ:
```
19
Properties=species:S:1:pos:R:3:mulliken_charge:R:1
C -1.828 0.204 0.569 -0.4732
C -0.422 0.724 0.026 -0.3109
C 1.707 0.698 -0.220 -0.9653
C 1.484 -0.840 -0.038 -0.4891
C -0.430 -0.407 0.849 -0.1166
H -3.576 -0.340 -0.225 0.2504
H -1.743 -0.846 -1.234 0.3618
H -2.298 0.727 1.438 0.4048
H -0.447 0.451 -1.017 0.4081
H 0.497 2.482 -0.312 0.3102
H 1.710 0.857 -1.263 0.4244
H 2.613 1.061 0.073 0.5318
H 2.373 -1.467 0.844 0.2214
H 2.188 -1.201 -0.947 0.2486
H 0.138 -2.332 0.083 0.2614
H -0.209 -0.071 1.839 0.2769
N -2.628 0.051 -0.666 -0.6427
N 0.595 1.566 0.235 -0.5731
N 0.278 -1.317 -0.036 -0.1288
```

=====

Entry x
Below is an isolated molecule of C5H11N3, with properties calculated with wB97M-V/def2-TZVPD.

Computed properties:
HOMO-LUMO gap, hartree: 0.3593
SMILES: [H]/N=C\N1CCCN1C
Total charge: 0
HOMO energy, eV: -8.870

Geometry as XYZ:
```
19
Properties=species:S:1:pos:R:3:mulliken_charge:R:1
C -1.272 -1.070 1.122 -0.8743
C 1.065 -0.313 0.776 -0.6050
C 1.322 -0.860 -0.643 -0.5564
C 0.119 -0.237 -1.480 -0.6841
C -0.677 1.934 -0.482 -0.0035
H -1.210 -1.392 2.174 0.2865
H -2.280 -0.705 0.854 0.3256
H -1.051 -1.896 0.479 0.3328
H 1.462 -0.911 1.606 0.4187
H 1.623 0.623 0.817 0.2684
H 1.266 -1.940 -0.772 0.2452
H 2.254 -0.539 -1.030 0.3872
H 0.539 0.404 -2.238 0.3455
H -0.523 -0.972 -1.913 0.3342
H -0.934 2.405 -1.435 0.3960
H -0.212 2.142 1.266 0.3624
N -0.328 0.035 0.854 -0.1920
N -0.646 0.549 -0.443 -0.0625
N -0.518 2.743 0.487 -0.7246
```

=====

Entry y
Below is an isolated molecule of C5H11N3, with properties calculated with wB97M-V/def2-TZVPD.

Computed properties:
HOMO-LUMO gap, hartree: 0.3024
SMILES: CC(=N/N)/C(C)=C/N
Total charge: 0
HOMO energy, eV: -7.420

Geometry as XYZ:
```
19
Properties=species:S:1:pos:R:3:mulliken_charge:R:1
C 0.397 -1.405 0.909 -1.2335
C 0.141 -0.160 0.012 0.3924
C 1.245 0.405 -0.640 -0.4122
C -1.095 0.657 0.037 0.6376
C -0.699 2.113 0.404 -0.9650
H -0.559 -1.937 1.068 0.3828
H 0.994 -1.408 1.844 0.3293
H 1.024 -2.183 0.276 0.2949
H 1.286 1.289 -1.296 0.3197
H 3.450 0.011 -1.021 0.2248
H 2.779 -0.896 0.195 0.2362
H -1.537 2.782 0.458 0.3287
H 0.073 2.334 -0.374 0.2345
H -0.305 2.127 1.473 0.2715
H -3.387 -1.306 -0.761 0.2500
H -1.670 -1.433 -1.228 0.2064
N 2.510 -0.061 -0.503 -0.4929
N -2.273 0.209 -0.250 -0.5794
N -2.375 -1.136 -0.603 -0.4258
```

=====

How far above the most stable structure does each one sit? In kJ/mol: entry w 620.3; entry x 0.0; entry y 134.2.

=====

Entry w
Below is an isolated molecule of C3H6NP, with properties calculated with wB97M-V/def2-TZVPD.

Computed properties:
HOMO-LUMO gap, hartree: 0.3132
SMILES: C=CN=[PH]=C
Total charge: 0
HOMO energy, eV: -8.241

Geometry as XYZ:
```
11
Properties=species:S:1:pos:R:3:mulliken_charge:R:1
C 0.449 1.698 -0.232 0.1486
C 0.840 1.048 -1.339 -0.7164
C -0.606 -1.702 0.701 -0.6670
N -0.102 1.260 0.966 -0.5225
P -0.771 -0.122 1.258 0.4030
H 0.194 2.725 -0.247 0.3356
H 1.311 1.571 -2.122 0.2835
H 0.942 -0.036 -1.321 0.0996
H -1.362 -2.490 0.993 0.2156
H 0.043 -1.989 -0.057 0.3088
H -1.694 0.048 2.420 0.1112
```

=====

Entry x
Below is an isolated molecule of C3H6NP, with properties calculated with wB97M-V/def2-TZVPD.

Computed properties:
HOMO-LUMO gap, hartree: 0.3919
SMILES: CCPC#N
Total charge: 0
HOMO energy, eV: -10.151

Geometry as XYZ:
```
11
Properties=species:S:1:pos:R:3:mulliken_charge:R:1
C -2.184 -0.006 0.393 0.2967
C 1.136 0.350 0.348 -1.2747
C 0.308 -0.080 -0.891 -0.3433
N -2.978 0.740 0.768 -0.3855
P -1.099 -1.152 -0.474 -0.1120
H 1.844 -0.326 0.527 0.4655
H 1.639 1.258 0.030 0.3144
H 0.650 0.512 1.310 0.3475
H 0.976 -0.811 -1.528 0.2861
H 0.081 0.864 -1.451 0.3390
H -0.374 -1.350 0.969 0.0662
```

=====

How far above the most stable structure does each one sit? In kJ/mol: entry w 143.7; entry x 0.0.

=====

Entry w
Below is an isolated molecule of CH4NO2PS, with properties calculated with wB97M-V/def2-TZVPD.

Computed properties:
HOMO-LUMO gap, hartree: 0.3282
SMILES: OP(O)NC=S
Total charge: 0
HOMO energy, eV: -8.704

Geometry as XYZ:
```
10
Properties=species:S:1:pos:R:3:mulliken_charge:R:1
C -1.998 0.487 -0.051 -0.0878
N -1.052 -0.432 -0.386 -0.2507
O 1.412 -0.956 -0.472 -0.4537
O 0.816 1.345 -0.143 -0.4081
P 0.460 -0.059 0.457 0.2358
S -3.596 0.137 -0.004 -0.3074
H -1.504 1.456 0.255 0.2683
H -1.485 -1.385 -0.285 0.2862
H 1.746 -1.800 -0.222 0.3323
H 0.611 1.229 -1.110 0.3850
```

=====

Entry x
Below is a cluster of 2 separate species, CH4NO2PS in total, with properties calculated with wB97M-V/def2-TZVPD.

Computed properties:
HOMO-LUMO gap, hartree: 0.3199
SMILES: NP=S.O=CO
Total charge: 0
HOMO energy, eV: -8.417

Geometry as XYZ:
```
10
Properties=species:S:1:pos:R:3:mulliken_charge:R:1
C 0.047 1.565 -1.559 0.2605
N 0.243 -1.717 1.614 -0.4043
O 0.012 0.954 -0.524 -0.4916
O -0.981 1.781 -2.357 -0.4034
P 0.157 -1.505 -0.024 0.2940
S 1.943 -1.871 -0.676 -0.4038
H 0.957 2.030 -1.965 0.3273
H 1.106 -1.976 2.069 0.2377
H -0.564 -1.593 2.204 0.2423
H -1.785 1.366 -2.000 0.3414
```

=====

How far above the most stable structure does each one sit? In kJ/mol: entry w 0.0; entry x 11.2.

=====

Entry w
Below is a cluster of 3 separate species, C2H6N2O2 in total, with properties calculated with wB97M-V/def2-TZVPD.

Computed properties:
HOMO-LUMO gap (spin up / spin down), hartree: 0.3218 / 0.3218
Total charge: 0
HOMO energy (spin up / spin down), eV: -8.699 / -8.700

Geometry as XYZ:
```
12
Properties=species:S:1:pos:R:3:mulliken_charge:R:1
C -1.464 1.474 -2.283 -0.1275
C -0.358 0.804 -1.486 -0.0924
N -0.344 -1.780 -1.246 -0.0557
N 1.260 -0.727 1.002 -0.6286
O 0.673 -1.996 -1.788 -0.2164
O -0.209 1.086 -2.775 -0.1922
H -2.428 1.004 -2.668 0.2099
H -1.616 2.645 -2.241 0.1801
H -0.323 -2.086 -0.235 0.2534
H 2.085 -1.218 1.114 0.2044
H 1.115 -0.326 1.871 0.2182
H 1.311 0.182 0.433 0.2469
```

=====

Entry x
Below is a cluster of 2 separate species, C2H6N2O2 in total, with properties calculated with wB97M-V/def2-TZVPD.

Computed properties:
HOMO-LUMO gap, hartree: 0.3840
SMILES: NC=O.NC=O
Total charge: 0
HOMO energy, eV: -9.376

Geometry as XYZ:
```
12
Properties=species:S:1:pos:R:3:mulliken_charge:R:1
N 1.522 1.431 0.864 -0.3432
C 0.452 1.133 0.085 0.2115
O 0.625 0.458 -0.998 -0.6670
H 1.362 1.825 1.779 0.2309
H 2.320 0.817 0.785 0.2471
H -0.378 1.838 0.210 0.3161
N -1.521 -1.456 -0.848 -0.3434
C -0.440 -1.090 -0.114 0.2388
O -0.614 -0.420 0.973 -0.6685
H -2.365 -0.918 -0.716 0.2472
H -1.382 -1.864 -1.760 0.2276
H 0.420 -1.755 -0.261 0.3029
```

=====

How far above the most stable structure does each one sit? In kJ/mol: entry w 595.3; entry x 0.0.